Here is a structure of composition C4H16AsF6N8O4Tl in a non-equilibrium geometry from the OMol25 dataset. Energies are from ωB97M-V/def2-TZVPD.

Atoms and positions in Å:
1 Tl 1.386202 -2.910032 -0.786658
2 As 2.879572 4.612488 -1.792338
3 F 1.920172 4.545618 -3.301848
4 F 1.328292 4.791678 -0.941908
5 F 3.778122 4.766958 -0.233178
6 F 4.498542 4.378818 -2.625258
7 F 3.095992 6.420108 -2.010708
8 F 2.771842 2.791948 -1.569398
9 C -3.994758 1.237698 -3.515248
10 O -3.125748 0.446698 -3.171838
11 N -3.905708 2.506948 -3.509468
12 N -5.059168 0.866828 -4.075098
13 H -2.942958 2.810118 -3.473528
14 H -4.616758 3.147998 -3.831318
15 H -5.160948 -0.104392 -4.332928
16 H -5.551418 1.679678 -4.417278
17 C 8.805272 -1.468762 -1.556578
18 O 7.637832 -1.882732 -1.694768
19 N 9.114182 -0.253312 -1.880948
20 N 9.890352 -2.143902 -1.390278
21 H 8.380242 0.435528 -1.964168
22 H 10.099172 -0.066872 -1.757878
23 H 9.897462 -3.141242 -1.549568
24 H 10.808452 -1.723662 -1.414618
25 C -2.385548 1.286328 3.738632
26 O -1.411408 0.786128 3.225752
27 N -2.786748 2.546708 3.510212
28 N -3.256178 0.732378 4.535312
29 H -3.692488 2.801488 3.877392
30 H -2.381608 2.929478 2.667922
31 H -3.234378 -0.274242 4.614832
32 H -4.071228 1.192508 4.914892
33 C -4.567528 -5.185872 2.837112
34 O -3.860278 -4.421442 2.167842
35 N -5.740668 -4.887712 3.223862
36 N -4.131408 -6.248752 3.483442
37 H -6.299388 -4.284332 2.637472
38 H -6.222408 -5.523582 3.843292
39 H -4.743378 -6.726932 4.129162
40 H -3.149598 -6.466372 3.389692

Forces on atoms 1 to 3 (eV/Å):
Tl 0.030 0.128 -0.025
As 0.897 0.550 -0.049
F 1.334 -0.164 1.297

- ΔE to the lowest compared entry with this formula, charge and spin (kJ/mol) = 465.2
- net charge = +2



Here is a cluster of 23 separate species, C72H203N13O23 in total in a non-equilibrium geometry from the OMol25 dataset. Energies are from ωB97M-V/def2-TZVPD.

Atoms and positions in Å:
1 C -1.777258 0.935359 6.773400
2 C -0.348707 0.427562 6.936648
3 C 0.378789 0.251398 5.599158
4 O 0.492434 1.497989 4.909040
5 C 1.265185 1.529094 3.737108
6 N 0.432065 1.327217 7.719486
7 H -2.431380 0.835322 7.649306
8 H -2.295208 0.394987 5.968469
9 H -1.809966 2.022821 6.462424
10 H -0.327378 -0.500768 7.463094
11 H -0.100848 -0.529221 4.966646
12 H 1.446417 -0.010244 5.878551
13 H 0.823936 1.029839 2.908180
14 H 2.221213 1.040804 3.913418
15 H 1.456761 2.575653 3.474376
16 H 0.871609 2.065048 7.157122
17 H 1.067920 1.007060 8.421055
18 C 2.170979 2.309251 0.154643
19 C 2.301233 2.450725 -1.343347
20 C 1.080183 3.132362 -2.004488
21 O -0.081520 2.404883 -1.825829
22 C -1.251485 3.033937 -2.245704
23 N 3.539189 3.131262 -1.751163
24 H 2.116505 3.306574 0.512786
25 H 2.997191 1.815495 0.705884
26 H 1.286451 1.728443 0.403589
27 H 2.377983 1.408963 -1.727500
28 H 1.368811 3.272777 -3.072247
29 H 0.979108 4.146795 -1.597571
30 H -1.411829 4.062058 -1.910720
31 H -2.103643 2.445450 -1.837051
32 H -1.412922 2.969232 -3.318963
33 H 3.665423 4.041070 -1.318044
34 H 3.606804 3.178477 -2.735330
35 C -4.574967 -4.870570 -0.250425
36 C -4.954554 -6.336862 -0.175423
37 C -3.851195 -7.307231 0.282371
38 O -4.318195 -8.592380 0.177297
39 C -3.263218 -9.469653 0.532027
40 N -6.132392 -6.416525 0.700948
41 H -3.715610 -4.634841 -0.883358
42 H -4.371416 -4.560668 0.777480
43 H -5.412634 -4.211497 -0.618411
44 H -5.253287 -6.702603 -1.160883
45 H -3.607064 -7.075301 1.345331
46 H -2.953783 -7.202012 -0.346815
47 H -3.652746 -10.485189 0.650265
48 H -2.800421 -9.222311 1.535911
49 H -2.515527 -9.493445 -0.248973
50 H -6.308460 -7.400161 0.849317
51 H -5.845962 -5.879014 1.543431
52 C -1.191525 -0.752308 -7.719394
53 C 0.159258 -0.420729 -7.157156
54 C 0.136904 -0.611540 -5.653722
55 O -0.889239 0.175799 -4.980671
56 C -0.995410 -0.246741 -3.606954
57 N 1.333601 -1.264706 -7.476076
58 H -1.375975 -0.365401 -8.735045
59 H -1.950991 -0.317529 -7.103926
60 H -1.441351 -1.795728 -7.730964
61 H 0.473007 0.591408 -7.330370
62 H 1.171578 -0.317110 -5.349157
63 H -0.068505 -1.642135 -5.410884
64 H -0.920003 -1.316078 -3.446389
65 H -2.030766 0.024390 -3.372727
66 H -0.338130 0.336491 -2.985340
67 H 1.785135 -0.981826 -8.336552
68 H 1.134585 -2.235743 -7.639012
69 C 3.559316 6.883552 2.252596
70 C 4.737335 6.239027 1.540517
71 C 4.783490 6.688493 0.082522
72 O 3.810407 6.048316 -0.718368
73 C 3.811527 6.527114 -2.029122
74 N 6.048455 6.505528 2.186038
75 H 2.649048 6.712321 1.684176
76 H 3.755071 7.952194 2.344291
77 H 3.478885 6.365038 3.210341
78 H 4.614756 5.148444 1.531993
79 H 5.768564 6.479673 -0.408979
80 H 4.578406 7.798667 0.025784
81 H 3.099601 5.932506 -2.613326
82 H 4.764784 6.428056 -2.516791
83 H 3.424639 7.565570 -2.119195
84 H 6.304789 7.473278 2.211747
85 H 6.767079 5.956769 1.755587
86 C -2.055192 6.160167 7.462634
87 C -1.086873 5.067409 7.269289
88 C 0.321301 5.677441 6.999039
89 O 1.256148 4.637655 6.725817
90 C 2.534083 5.079326 6.671809
91 N -0.947728 4.330986 8.508050
92 H -2.560882 6.490917 6.531622
93 H -1.481498 6.999532 7.928584
94 H -2.824794 5.886460 8.173645
95 H -1.347127 4.447640 6.408762
96 H 0.744115 6.116096 7.933758
97 H 0.317653 6.425395 6.156764
98 H 3.251356 4.284699 6.494323
99 H 2.817364 5.558647 7.598934
100 H 2.733025 5.769494 5.840061
101 H -1.776007 3.852486 8.778119
102 H -0.364584 3.519896 8.419166
103 C 0.045880 -4.133649 -3.524019
104 C 0.069169 -5.126235 -4.632377
105 C -0.530782 -6.463919 -4.248998
106 O -1.954136 -6.275682 -4.100263
107 C -2.559409 -7.296128 -3.364091
108 N -0.614418 -4.534137 -5.804953
109 H -0.935070 -3.885023 -3.226716
110 H 0.690115 -3.256462 -3.708668
111 H 0.489451 -4.650350 -2.704238
112 H 1.087487 -5.356483 -4.887506
113 H -0.032857 -6.743066 -3.285065
114 H -0.346242 -7.169778 -5.076287
115 H -1.938868 -7.548498 -2.454820
116 H -2.592960 -8.174863 -4.012737
117 H -3.570096 -7.066868 -3.000523
118 H -1.519916 -4.160541 -5.546928
119 H -0.798828 -5.263856 -6.463829
120 C 4.458212 -0.085275 -3.754963
121 C 4.546022 0.929234 -4.906418
122 C 4.235885 0.243700 -6.215412
123 O 5.159299 -0.811596 -6.511812
124 C 4.547120 -1.712671 -7.456295
125 N 3.644663 2.039772 -4.715113
126 H 5.068017 -0.940830 -3.906552
127 H 3.412740 -0.361139 -3.623279
128 H 4.702893 0.403222 -2.783738
129 H 5.520250 1.345074 -4.964584
130 H 4.228715 0.984159 -7.004026
131 H 3.231279 -0.141236 -6.151537
132 H 4.338144 -1.167718 -8.369436
133 H 3.652422 -2.131805 -7.022721
134 H 5.281487 -2.497257 -7.667253
135 H 3.820567 2.648281 -5.514110
136 H 2.661708 1.738128 -4.688551
137 C -0.966153 -6.073326 2.228594
138 C 0.314360 -6.201989 1.488839
139 C 0.085648 -6.521785 -0.026443
140 O -0.559489 -7.760512 -0.235193
141 C 0.273380 -8.703904 -0.904275
142 N 1.203056 -4.965435 1.575539
143 H -1.414094 -7.052178 2.365286
144 H -1.608489 -5.371511 1.643266
145 H -0.747338 -5.540845 3.159307
146 H 0.935209 -7.002234 1.959212
147 H 1.042625 -6.489239 -0.593096
148 H -0.578474 -5.713752 -0.456829
149 H 1.082782 -9.089839 -0.244965
150 H 0.725825 -8.248239 -1.748371
151 H -0.316134 -9.549271 -1.272315
152 H 1.139441 -4.700897 2.547966
153 H 0.747750 -4.194661 1.061851
154 C 4.715739 -1.185151 5.065062
155 C 4.232102 -1.700534 3.708707
156 C 5.080127 -1.186234 2.591375
157 O 4.591512 -1.799401 1.431171
158 C 5.465779 -1.533769 0.343299
159 N 4.159761 -3.169719 3.630981
160 H 4.155662 -1.631104 5.906420
161 H 4.605430 -0.098243 5.046560
162 H 5.765214 -1.496813 5.236769
163 H 3.240561 -1.373127 3.441413
164 H 6.110643 -1.546748 2.770781
165 H 4.989726 -0.064559 2.487733
166 H 5.629201 -0.471861 0.265862
167 H 4.986692 -1.891744 -0.590991
168 H 6.406877 -2.033254 0.531346
169 H 5.068326 -3.579870 3.790725
170 H 3.919590 -3.441545 2.699582
171 C -1.985798 7.645632 -0.543114
172 C -0.607684 7.478403 0.032911
173 C -0.550691 6.323627 0.982056
174 O -1.425702 6.611391 2.079229
175 C -0.741981 7.432206 3.003792
176 N 0.421223 7.329953 -1.100558
177 H -2.081913 8.421461 -1.296074
178 H -2.737627 7.935811 0.183005
179 H -2.334382 6.730600 -1.018445
180 H -0.293225 8.405035 0.543592
181 H 0.464181 6.178249 1.356547
182 H -0.914255 5.434056 0.534732
183 H -1.371659 7.504524 3.921930
184 H -0.518560 8.490575 2.679725
185 H 0.197110 6.938907 3.262055
186 H 0.035441 6.659981 -1.778264
187 H 1.287152 6.992713 -0.699474
188 C -5.260894 6.595025 -3.896865
189 C -5.397716 5.095424 -3.807274
190 C -5.317527 4.682294 -2.303884
191 O -4.048231 4.971798 -1.696770
192 C -3.999022 4.526153 -0.375487
193 N -6.718208 4.712954 -4.242243
194 H -5.720305 7.078802 -4.760207
195 H -4.157082 6.860824 -3.939861
196 H -5.636659 7.030458 -2.943305
197 H -4.614441 4.690538 -4.395796
198 H -5.498746 3.589843 -2.221390
199 H -6.138329 5.243338 -1.784165
200 H -4.207697 3.448020 -0.274412
201 H -4.721838 5.067715 0.242095
202 H -2.966049 4.741439 0.027876
203 H -6.621434 3.704891 -4.410039
204 H -6.972336 5.137305 -5.136773
205 C 1.759235 -1.651415 -1.487518
206 C 1.494191 -0.973186 -0.142934
207 C 0.091562 -0.451635 -0.218488
208 O -0.166642 0.260433 1.016967
209 C -1.339965 1.111033 1.047840
210 N 1.588788 -1.990001 0.901359
211 H 1.134796 -2.583305 -1.571669
212 H 2.813767 -1.968099 -1.561182
213 H 1.557097 -0.923507 -2.278673
214 H 2.165361 -0.155936 0.032192
215 H -0.551661 -1.303777 -0.288466
216 H -0.056507 0.270263 -1.052570
217 H -1.553579 1.617457 0.073744
218 H -1.132743 1.869419 1.792186
219 H -2.197987 0.480757 1.333237
220 H 1.024679 -1.762527 1.679233
221 H 2.556681 -2.137963 1.176358
222 C 4.038399 -6.335174 0.930160
223 C 4.469435 -5.001616 0.282415
224 O 3.389896 -4.275325 -0.312161
225 H 4.948837 -6.840075 1.308932
226 H 3.616841 -7.015817 0.206309
227 H 3.359042 -6.181891 1.755474
228 H 5.249999 -5.160291 -0.480476
229 H 4.991208 -4.379680 1.055739
230 H 2.684917 -4.215228 0.317393
231 C -3.668869 2.465090 -6.496556
232 C -3.777593 1.792584 -5.137045
233 O -5.110913 1.744328 -4.724032
234 H -4.329414 2.005433 -7.223474
235 H -2.653355 2.540132 -6.879404
236 H -4.011406 3.512783 -6.470287
237 H -3.195033 2.420091 -4.452044
238 H -3.300367 0.824136 -5.220103
239 H -5.200296 1.350004 -3.828333
240 C 7.087923 3.311898 0.179527
241 C 6.135543 2.186352 0.548383
242 O 5.543551 1.597474 -0.599397
243 H 7.540219 3.734264 1.055444
244 H 6.634098 4.007829 -0.557468
245 H 7.934025 2.833035 -0.393891
246 H 5.371294 2.433330 1.271084
247 H 6.660792 1.341331 1.023806
248 H 4.926196 2.178447 -1.130291
249 C 4.388703 -5.407700 -4.630003
250 C 3.541122 -4.553840 -3.750405
251 O 3.063076 -5.475969 -2.749319
252 H 3.685049 -6.242248 -4.916550
253 H 5.276265 -5.820965 -4.114791
254 H 4.646223 -4.952590 -5.574036
255 H 2.717802 -4.112926 -4.294631
256 H 4.111084 -3.718897 -3.313382
257 H 3.115895 -5.141716 -1.838617
258 C -6.347730 -0.765829 4.614580
259 C -6.024369 0.436979 3.700110
260 O -4.711343 0.323816 3.264476
261 H -7.400332 -0.860645 4.926500
262 H -5.662208 -0.691803 5.509740
263 H -6.176974 -1.759709 4.173956
264 H -6.147983 1.399033 4.215860
265 H -6.723826 0.404820 2.808544
266 H -4.375971 1.240183 3.113696
267 C -4.746662 0.641500 -1.434146
268 C -4.237977 -0.196156 -0.255304
269 O -3.276460 -1.100795 -0.826740
270 H -3.911740 1.187799 -1.864367
271 H -5.480036 1.362674 -1.152841
272 H -5.167690 -0.028871 -2.174468
273 H -5.085312 -0.638160 0.252703
274 H -3.748424 0.418128 0.475121
275 H -2.876871 -1.522870 -0.066793
276 C -2.548725 -2.389203 4.170279
277 C -2.028606 -2.157761 2.733587
278 O -3.094401 -1.660110 1.896194
279 H -3.088399 -1.474940 4.511465
280 H -1.706938 -2.601591 4.845472
281 H -3.280865 -3.205340 4.139880
282 H -1.747372 -3.102233 2.219342
283 H -1.099888 -1.483109 2.692467
284 H -3.603171 -1.008202 2.404845
285 C -2.444996 3.426099 4.109283
286 C -3.121600 4.009627 2.915287
287 O -4.272586 3.171816 2.591628
288 H -1.495659 3.915149 4.359917
289 H -2.268215 2.372559 4.072545
290 H -3.115985 3.512566 4.978204
291 H -2.379741 4.034919 2.110739
292 H -3.498799 4.989941 3.232485
293 H -5.011977 3.755818 2.366566
294 C -3.438463 -2.426128 -4.948678
295 C -3.458251 -2.980509 -3.548292
296 O -4.678293 -2.634529 -3.000388
297 H -2.434521 -2.354715 -5.383142
298 H -3.829232 -1.405446 -4.963771
299 H -4.010505 -3.011058 -5.688082
300 H -2.589733 -2.546705 -2.995622
301 H -3.336190 -4.078321 -3.572136
302 H -4.547247 -2.323719 -2.101303
303 C 1.365817 -3.834261 7.037012
304 C 0.746342 -4.132847 5.703694
305 O 1.611657 -4.297014 4.589391
306 H 1.974569 -4.700365 7.430065
307 H 0.551205 -3.790735 7.778955
308 H 2.007587 -2.909270 7.123844
309 H 0.044496 -3.362653 5.468810
310 H 0.143951 -5.050405 5.702776
311 H 2.352121 -3.701941 4.581523

Forces on atoms 1 to 3 (eV/Å):
C -0.825 0.885 -0.861
C 0.261 0.819 -0.680
C 1.230 -0.342 -0.511

- ΔE to the lowest compared entry with this formula, charge and spin (kJ/mol) = 0.0
- net charge = 0



Here is a structure of composition C6H10O in a non-equilibrium geometry from the OMol25 dataset. Energies are from ωB97M-V/def2-TZVPD.

Atoms and positions in Å:
1 C -1.711945 -0.156685 1.272945
2 C -1.498598 0.977391 0.327659
3 C -0.990411 -0.446180 -0.045075
4 C 0.524868 -0.958089 -0.036615
5 C 1.656515 -0.665797 -1.119617
6 C 1.549515 0.710954 -0.503875
7 O 1.046638 0.154820 0.712584
8 H -1.147248 -0.096806 2.202168
9 H -2.722685 -0.540075 1.405183
10 H -2.377656 1.361778 -0.197836
11 H -0.846114 1.778917 0.674272
12 H -1.635380 -0.890772 -0.788244
13 H 0.744234 -1.929822 0.456542
14 H 2.615916 -1.118783 -0.812339
15 H 1.564936 -0.775058 -2.203987
16 H 2.420139 1.307286 -0.262309
17 H 0.807281 1.286917 -1.081454

Forces on atoms 1 to 3 (eV/Å):
C 0.070 -0.299 -0.033
C 0.220 -0.164 -0.238
C 0.052 -0.621 -0.420

- ΔE to the lowest compared entry with this formula, charge and spin (kJ/mol) = 255.9
- net charge = 0



no.,E_tot (Eh),frontier orbital gap (eV)
1,-3907.7104,1.23
2,-5307.0212,9.14
3,-309.7449,10.69